# 1
{
  "formula": "C10H16",
  "method": "ωB97M-V/def2-TZVPD",
  "symbols": ["C", "C", "H", "H", "H", "H", "H", "H", "C", "C", "C", "C", "C", "C", "C", "C", "H", "H", "H", "H", "H", "H", "H", "H", "H", "H"],
  "positions_angstrom": [[-2.26057, 0.58868, 2.13933], [-2.38629, -0.89083, 2.48068], [-2.07872, 1.25976, 3.07572], [-1.55425, 0.83121, 1.41464], [-3.32113, 0.84923, 1.61474], [-2.34005, -1.42186, 1.43260], [-1.43479, -1.15056, 3.10906], [-3.25233, -1.11739, 2.99288], [1.75887, 1.21248, 0.01648], [1.76902, 2.58546, -0.83614], [1.16039, 0.11326, -0.70919], [0.05923, -0.62404, -0.12712], [1.75687, -0.46062, -1.89532], [-0.36807, -1.75765, -0.69542], [0.94060, -1.31952, -2.64051], [-0.00821, -2.11506, -2.02336], [2.73799, 0.98978, 0.48708], [1.11793, 1.32693, 0.97476], [2.57047, 2.67872, -1.41578], [-0.30246, -0.45845, 0.89887], [2.72303, -0.22361, -2.37505], [-0.81948, -2.48606, -0.08764], [1.09278, -1.53070, -3.75030], [-0.29432, -2.99923, -2.60953], [1.90834, 3.55301, -0.21627], [0.82517, 2.56703, -1.25518]],
  "gap_ev": 9.6,
  "total_charge": 0,
  "de_lowest_ev": 2.789,
  "homo_ev": -8.679,
  "smiles": "CCc1ccccc1.CC",
  "lumo_ev": 0.95
}

---

# 2
{
  "formula": "C22H20F2N4O7Sn",
  "method": "ωB97M-V/def2-TZVPD",
  "symbols": ["Sn", "O", "C", "C", "N", "C", "C", "O", "O", "C", "C", "O", "O", "H", "H", "H", "H", "H", "H", "H", "H", "H", "F", "C", "C", "C", "C", "C", "F", "C", "C", "C", "C", "C", "C", "N", "H", "H", "H", "H", "H", "H", "C", "N", "C", "C", "C", "O", "N", "C", "O", "H", "H", "H", "H", "H"],
  "positions_angstrom": [[-0.98005, 0.32299, 0.26701], [-0.14523, -3.48809, -0.32601], [0.59094, -3.42659, 0.87364], [-0.29532, -3.20373, 2.08620], [-0.70958, -1.80017, 2.27053], [0.08304, -1.18485, 3.32688], [0.03272, 0.34983, 3.42594], [0.23206, 0.84047, 4.53847], [-0.12758, 1.00003, 2.33972], [-2.13969, -1.73010, 2.56684], [-3.01477, -2.24926, 1.40095], [-4.12866, -2.69397, 1.70282], [-2.50572, -2.15021, 0.24485], [-0.97338, -2.96933, -0.19902], [1.34906, -2.63360, 0.83444], [1.11710, -4.38283, 0.98244], [0.22046, -3.55757, 2.99074], [-1.18338, -3.82933, 1.96809], [1.13576, -1.43337, 3.15605], [-0.18877, -1.58510, 4.31503], [-2.40498, -0.68064, 2.73159], [-2.39625, -2.28296, 3.48187], [4.47443, -0.18424, 1.22838], [3.46517, -0.42160, 0.34560], [2.18113, -0.03468, 0.65811], [1.14094, -0.28252, -0.23534], [1.43302, -0.88511, -1.47378], [2.74442, -1.27421, -1.71740], [3.09023, -1.91743, -2.87151], [3.78249, -1.06388, -0.83242], [0.32043, -1.09743, -2.43760], [0.45437, -1.50383, -3.76691], [-0.68644, -1.67529, -4.53150], [-1.93464, -1.44824, -3.97614], [-1.98233, -1.01834, -2.66129], [-0.88779, -0.83977, -1.93958], [1.98979, 0.45720, 1.60421], [4.78778, -1.38495, -1.06229], [1.42611, -1.68213, -4.19430], [-0.59589, -1.98955, -5.56491], [-2.84510, -1.58579, -4.54273], [-2.91326, -0.81903, -2.14387], [1.08281, 3.62424, 0.92251], [0.16977, 4.20938, -0.05318], [-0.19177, 5.51824, 0.03311], [-1.06647, 6.06251, -0.82514], [-1.63755, 5.22427, -1.88400], [-2.39018, 5.71615, -2.73175], [-1.30599, 3.89445, -1.88389], [-0.45871, 3.38945, -1.00453], [-0.13474, 2.16800, -0.96335], [1.72953, 4.41713, 1.30138], [1.68786, 2.86720, 0.42912], [0.55390, 3.14030, 1.74199], [0.28885, 6.08176, 0.82470], [-1.33993, 7.10609, -0.77080]],
  "gap_ev": 6.9,
  "total_charge": -2,
  "de_lowest_ev": 0.000,
  "homo_ev": -2.254,
  "lumo_ev": 4.65
}

---

# 3
{
  "formula": "C25H49AsN3O8Si3V",
  "method": "ωB97M-V/def2-TZVPD",
  "symbols": ["V", "O", "C", "O", "C", "C", "C", "C", "C", "O", "C", "C", "O", "O", "H", "H", "H", "H", "H", "H", "H", "H", "C", "O", "C", "C", "O", "C", "C", "O", "C", "H", "H", "H", "H", "H", "H", "H", "H", "H", "H", "H", "H", "H", "H", "N", "C", "N", "C", "N", "C", "Si", "C", "C", "As", "Si", "C", "C", "C", "Si", "C", "C", "C", "H", "H", "H", "H", "H", "H", "H", "H", "H", "H", "H", "H", "H", "H", "H", "H", "H", "H", "H", "H", "H", "H", "H", "H", "H", "H", "H"],
  "positions_angstrom": [[-0.52251, -1.48719, -0.49996], [1.32216, -4.39234, -2.42465], [1.45507, -3.51043, -1.57771], [0.65197, -2.53166, -1.37960], [2.74398, -3.46253, -0.73830], [3.72663, -2.56892, -1.52632], [5.11160, -2.56586, -0.84498], [4.86098, -1.60651, 0.34277], [3.35916, -1.33570, 0.17191], [3.22849, -1.26875, -1.24875], [2.58603, -2.61580, 0.55968], [1.11250, -2.36360, 0.94607], [0.46046, -3.28502, 1.42663], [0.70651, -1.12708, 0.88386], [3.11705, -4.47085, -0.57797], [3.73826, -2.75882, -2.59768], [5.40058, -3.56795, -0.52785], [5.87427, -2.17702, -1.51926], [5.42148, -0.67819, 0.22907], [5.09423, -2.05226, 1.30922], [2.97247, -0.42545, 0.61801], [3.03187, -3.11864, 1.41900], [-3.36126, -4.05313, 0.22834], [-2.39880, -3.72002, -0.74232], [-2.85456, -3.92197, -2.05780], [-1.77158, -3.47219, -3.00305], [-1.66187, -2.05917, -2.89319], [-0.76360, -1.50053, -3.83600], [-1.09118, -0.03495, -3.96740], [-0.80719, 0.62070, -2.75351], [-1.55318, 1.81309, -2.62265], [-4.25816, -3.42926, 0.12777], [-2.90032, -3.88314, 1.19899], [-3.66285, -5.10530, 0.14019], [-3.77349, -3.34571, -2.24151], [-3.06821, -4.98744, -2.22872], [-2.04507, -3.74062, -4.03257], [-0.83193, -3.96631, -2.74845], [-0.88541, -1.99033, -4.81013], [0.27088, -1.62140, -3.50305], [-2.15598, 0.06868, -4.21318], [-0.50112, 0.41035, -4.78212], [-1.19592, 2.31487, -1.72833], [-1.40044, 2.46313, -3.49389], [-2.62241, 1.59667, -2.51790], [-6.61793, -1.43384, -1.46296], [-5.57166, -0.97060, -1.25812], [-4.45190, -0.34000, -1.07041], [-3.30902, -0.64511, -0.62451], [-2.21592, -0.76402, -0.20154], [-3.15552, 2.57996, 2.34669], [-1.64966, 3.37036, 1.49434], [-2.42287, 4.26483, -0.00493], [-1.00189, 4.79301, 2.59738], [-0.32911, 1.53183, 0.75215], [1.58800, 2.76645, 0.14610], [2.86486, 3.08696, 1.52204], [1.15748, 4.48913, -0.56400], [2.40513, 1.91655, -1.34235], [0.16792, 0.63654, 2.90190], [0.03858, 2.00760, 4.23702], [1.84300, -0.12392, 3.42767], [-1.19511, -0.60331, 3.33726], [-3.96837, 3.28590, 2.52440], [-2.88424, 2.12929, 3.30274], [-3.53244, 1.78189, 1.70177], [-3.04853, 5.09851, 0.31894], [-3.04574, 3.57241, -0.57459], [-1.66634, 4.66908, -0.67965], [-1.72039, 5.61287, 2.64578], [-0.06453, 5.19099, 2.20320], [-0.80964, 4.45656, 3.61554], [2.41698, 3.66192, 2.33538], [3.73847, 3.62869, 1.15498], [3.21299, 2.14116, 1.94119], [0.64530, 5.13781, 0.14802], [0.50645, 4.37512, -1.43408], [2.06274, 5.00342, -0.89265], [3.34577, 1.42742, -1.09106], [1.73862, 1.14048, -1.72446], [2.59849, 2.62743, -2.14778], [0.71706, 2.83646, 4.02165], [0.30782, 1.60014, 5.21343], [-0.97130, 2.41237, 4.31565], [2.70560, 0.32899, 2.93646], [1.85757, -1.19082, 3.21196], [1.97555, 0.00683, 4.50276], [-2.17739, -0.22225, 3.04897], [-1.21282, -0.82367, 4.40711], [-1.03165, -1.53687, 2.79788]],
  "gap_ev": [5.9, 5.3],
  "total_charge": -1,
  "homo_ev": [-3.310, -2.705],
  "s_squared": 0.764,
  "lumo_ev": [2.55, 2.55],
  "multiplicity": 2
}

---

# 4
{
  "formula": "C5H11NO",
  "method": "ωB97M-V/def2-TZVPD",
  "symbols": ["C", "C", "N", "C", "C", "O", "C", "H", "H", "H", "H", "H", "H", "H", "H", "H", "H", "H"],
  "positions_angstrom": [[0.58382, -1.55686, -1.27748], [0.48376, -0.04327, -1.50050], [0.05355, 0.61683, -0.25338], [1.09331, 1.12112, 0.61715], [-1.21059, 0.30666, 0.19797], [-2.06803, -0.07041, -0.58506], [-1.46460, 0.29285, 1.70682], [0.85211, -2.14137, -2.17004], [-0.40116, -1.85841, -0.92036], [1.33443, -1.79208, -0.51164], [-0.23626, 0.19620, -2.29012], [1.46156, 0.35367, -1.78818], [1.70063, 1.84345, 0.06124], [0.66076, 1.64503, 1.47359], [1.74847, 0.32036, 0.98929], [-2.37621, -0.28575, 1.88415], [-1.58087, 1.28100, 2.17141], [-0.63469, -0.22901, 2.19514]],
  "gap_ev": 10.1,
  "total_charge": 0,
  "de_lowest_ev": 0.540,
  "homo_ev": -9.129,
  "smiles": "CCN(C)C(C)=O",
  "lumo_ev": 0.93
}

---

| no. | strongest force on any atom (eV/A) |
| --- | --- |
| 1 | 5.8 |
| 2 | 0.2 |
| 3 | 3.5 |
| 4 | 0.5 |